[1]
Density functional theory data (wB97M-V/def2-TZVPD) for a cluster of 3 separate species, C26H54BN2O11P2 in total.

```
96
Properties=species:S:1:pos:R:3:lowdin_charge:R:1
C -1.143 -2.991 1.493 -0.046
C -0.086 -3.243 0.386 -0.195
O 0.167 -4.663 0.330 0.076
B 1.399 -5.026 -0.115 -0.553
O 1.482 -5.880 -1.202 0.177
C 2.798 -4.518 0.497 -0.007
C 3.843 -4.329 -0.390 0.067
C 5.105 -3.927 0.052 -0.201
C 6.274 -3.727 -0.867 -0.013
C 5.294 -3.735 1.421 0.033
C 4.219 -3.915 2.263 -0.004
N 3.013 -4.300 1.816 0.018
C 1.963 -4.474 2.834 -0.060
C 2.011 -5.871 3.492 -0.101
N 3.147 -5.896 4.435 -0.106
C 2.747 -5.541 5.807 -0.219
C 3.148 -4.109 6.204 -0.081
C 3.770 -7.219 4.398 -0.468
C 5.112 -7.281 3.687 0.028
O 3.249 -8.172 4.882 0.147
H -0.692 -2.537 2.376 0.072
H -1.530 -3.966 1.802 0.088
H -1.998 -2.427 1.125 0.067
H -0.543 -2.912 -0.547 0.129
H 0.798 -2.651 0.645 0.120
H 1.403 -5.323 -1.989 0.127
H 3.708 -4.490 -1.452 0.135
H 6.002 -3.735 -1.921 0.091
H 6.958 -4.565 -0.687 0.107
H 6.839 -2.826 -0.628 0.098
H 6.237 -3.452 1.870 0.138
H 4.352 -3.775 3.327 0.134
H 2.213 -3.776 3.634 0.117
H 0.971 -4.194 2.496 0.107
H 2.217 -6.626 2.727 0.140
H 1.061 -6.065 3.997 0.137
H 3.249 -6.198 6.521 0.123
H 1.675 -5.654 6.003 0.121
H 4.188 -3.930 5.917 0.072
H 3.084 -3.968 7.285 0.079
H 2.486 -3.355 5.768 0.062
H 5.932 -7.436 4.387 0.097
H 5.272 -6.338 3.162 0.052
H 5.047 -8.071 2.937 0.094
O -2.537 -0.552 -2.175 -0.225
P -3.246 0.765 -2.194 0.589
O -4.194 0.628 -0.857 -0.213
C -3.569 0.577 0.420 -0.284
C -3.018 1.927 0.842 -0.068
O -4.341 0.456 -3.373 -0.230
C -4.011 -0.390 -4.481 -0.281
C -4.680 -1.739 -4.329 -0.073
O -3.476 2.367 -2.312 -0.247
C -4.683 3.006 -2.769 -0.244
C -5.855 2.880 -1.825 -0.063
H -2.778 -0.180 0.413 0.089
H -4.328 0.253 1.133 0.122
H -2.213 2.248 0.175 0.055
H -2.625 1.883 1.858 0.082
H -3.793 2.692 0.799 0.079
H -2.931 -0.496 -4.583 0.103
H -4.373 0.105 -5.384 0.118
H -4.477 -2.172 -3.350 0.074
H -4.336 -2.434 -5.097 0.078
H -5.763 -1.638 -4.413 0.078
H -4.942 2.678 -3.773 0.116
H -4.420 4.062 -2.861 0.118
H -6.259 1.869 -1.819 0.076
H -6.649 3.556 -2.145 0.087
H -5.567 3.138 -0.806 0.074
O -2.425 6.724 -0.414 -0.212
P -1.588 6.854 -1.636 0.563
O -0.317 5.863 -1.354 -0.203
C -0.554 4.462 -1.251 -0.276
C -0.859 3.834 -2.598 -0.076
O -0.900 8.314 -1.349 -0.236
C -1.596 9.317 -0.601 -0.282
C -1.012 9.433 0.791 -0.074
O -1.387 6.982 -3.234 -0.212
C -0.366 7.758 -3.880 -0.254
C 1.032 7.211 -3.714 -0.070
H -1.368 4.274 -0.544 0.095
H 0.352 4.021 -0.833 0.120
H -1.794 4.219 -3.007 0.063
H -0.946 2.750 -2.506 0.058
H -0.073 4.063 -3.319 0.076
H -2.663 9.105 -0.561 0.106
H -1.473 10.262 -1.135 0.117
H -0.956 8.460 1.277 0.075
H -1.612 10.100 1.412 0.078
H 0.006 9.824 0.745 0.076
H -0.424 8.803 -3.585 0.114
H -0.628 7.734 -4.940 0.121
H 1.402 7.358 -2.700 0.075
H 1.707 7.732 -4.395 0.084
H 1.065 6.145 -3.938 0.070
```

Computed properties:
E_tot = -72591.7843 eV
energy above the lowest of the compared OMol25 structures with the same formula, charge and spin = 0.0 kJ/mol
molar mass = 643.5 g mol⁻¹
gap between HOMO and LUMO = 0.276 hartree
charge = +1

***

[2]
Density functional theory data (wB97M-V/def2-TZVPD) for a structure of composition C26H55BN8O2RhSbSi3.

```
97
Properties=species:S:1:pos:R:3:lowdin_charge:R:1
Rh 0.134 -0.094 0.432 1.155
C -1.650 -3.016 -0.945 -0.035
C -0.521 -2.459 -1.744 -0.339
C 0.103 -3.018 -2.858 0.019
C 1.154 -2.168 -3.158 -0.271
C 2.176 -2.295 -4.233 0.000
N 1.125 -1.149 -2.276 0.027
N 0.092 -1.320 -1.408 -0.031
B 2.290 -0.192 -1.911 -0.524
N 2.909 -0.665 -0.572 0.040
N 2.145 -0.741 0.553 -0.034
C 2.926 -1.167 1.553 -0.309
C 2.400 -1.360 2.932 -0.012
C 4.214 -1.366 1.070 0.044
C 4.167 -1.036 -0.278 -0.241
C 5.262 -1.064 -1.285 0.003
N 1.794 1.257 -1.743 0.025
N 0.905 1.567 -0.759 -0.016
C 0.927 2.893 -0.599 -0.337
C 0.110 3.603 0.423 -0.010
C 1.839 3.450 -1.497 0.018
C 2.379 2.385 -2.195 -0.266
C 3.443 2.403 -3.237 -0.005
H -2.149 -3.815 -1.490 0.088
H -1.278 -3.448 -0.013 0.084
H -2.391 -2.247 -0.717 0.039
H -0.156 -3.931 -3.367 0.125
H 1.868 -3.062 -4.940 0.093
H 2.313 -1.358 -4.773 0.079
H 3.145 -2.585 -3.825 0.089
H 3.111 -0.235 -2.770 0.117
H 1.311 -1.294 2.944 0.048
H 2.690 -2.336 3.319 0.092
H 2.793 -0.600 3.607 0.097
H 5.075 -1.705 1.620 0.125
H 6.189 -1.372 -0.808 0.092
H 5.043 -1.764 -2.090 0.085
H 5.416 -0.081 -1.730 0.084
H -0.256 2.921 1.187 0.052
H 0.717 4.363 0.915 0.100
H -0.740 4.117 -0.029 0.054
H 2.089 4.491 -1.613 0.128
H 3.500 3.394 -3.683 0.094
H 4.418 2.180 -2.801 0.092
H 3.254 1.676 -4.024 0.070
C -1.675 0.250 5.535 -0.009
O -0.896 0.873 4.497 0.034
C -0.949 0.451 3.256 -0.568
O -0.215 0.953 2.413 -0.027
N -1.831 -0.539 2.945 0.037
N -1.889 -0.966 1.611 0.029
H -1.339 0.711 6.457 0.110
H -1.478 -0.821 5.572 0.105
H -2.736 0.461 5.393 0.105
H -2.517 -0.876 3.599 0.145
H -2.731 -0.609 1.166 0.086
H -1.907 -1.978 1.574 0.092
C -3.500 3.834 -0.735 -0.223
Si -2.895 3.645 -2.495 0.338
C -4.238 4.079 -3.716 -0.192
C -1.336 4.573 -2.915 -0.198
Sb -2.314 1.102 -2.723 1.048
Si -1.314 0.803 -5.122 0.345
C -1.499 -0.978 -5.635 -0.201
C 0.459 1.357 -4.984 -0.206
C -2.326 1.947 -6.197 -0.208
Si -4.536 -0.256 -2.519 0.334
C -5.018 -0.287 -0.704 -0.222
C -4.346 -1.979 -3.217 -0.190
C -5.761 0.754 -3.504 -0.209
H -3.557 4.890 -0.461 0.049
H -2.851 3.337 -0.014 0.009
H -4.506 3.420 -0.638 0.031
H -4.400 5.156 -3.612 0.055
H -5.188 3.587 -3.520 0.017
H -3.955 3.893 -4.751 0.023
H -1.548 5.643 -2.845 0.055
H -1.028 4.371 -3.942 0.030
H -0.495 4.343 -2.261 -0.002
H -1.132 -1.669 -4.873 0.012
H -0.921 -1.144 -6.548 0.051
H -2.537 -1.218 -5.864 0.031
H 1.028 0.685 -4.340 0.003
H 0.534 2.364 -4.570 0.031
H 0.919 1.363 -5.975 0.057
H -3.399 1.763 -6.130 0.028
H -2.030 1.772 -7.235 0.052
H -2.134 2.997 -5.975 0.026
H -4.580 -1.142 -0.185 0.012
H -6.103 -0.394 -0.624 0.048
H -4.748 0.634 -0.185 0.018
H -4.039 -2.692 -2.454 0.017
H -3.638 -2.039 -4.041 0.011
H -5.320 -2.299 -3.596 0.050
H -6.075 1.640 -2.955 0.027
H -6.647 0.134 -3.666 0.051
H -5.394 1.063 -4.483 0.029
```

Computed properties:
E_tot = -77716.5943 eV
energy above the lowest of the compared OMol25 structures with the same formula, charge and spin = 0.0 kJ/mol
molar mass = 831.5 g mol⁻¹
expectation value of S² = 6.009
gap between HOMO and LUMO (alpha / beta) = 0.331 / 0.222 hartree
charge = +2
spin multiplicity = 5

***

[3]
Density functional theory data (wB97M-V/def2-TZVPD) for a structure of composition C26H56N12Pd.

```
95
Properties=species:S:1:pos:R:3:lowdin_charge:R:1
Pd 0.394 -0.680 0.585 0.996
C -4.610 -3.324 -0.088 -0.018
N -3.717 -2.491 0.734 -0.097
C -4.325 -1.967 1.965 -0.028
C -2.456 -2.186 0.325 -0.363
N -1.436 -1.950 1.105 0.051
C -1.435 -2.277 2.527 -0.209
C -0.065 -2.014 3.078 -0.172
N 0.389 -0.641 2.757 -0.222
C 1.770 -0.424 3.244 -0.159
C 2.429 0.641 2.409 -0.223
N 2.498 0.090 1.070 0.014
C 3.606 0.157 0.375 -0.383
N 4.504 1.159 0.513 -0.116
C 4.129 2.489 0.983 -0.035
C 5.925 1.010 0.192 -0.025
N 3.984 -0.812 -0.542 -0.145
C 3.611 -2.205 -0.311 -0.049
C 4.091 -0.371 -1.942 -0.017
C -0.509 0.423 3.289 -0.132
C -1.516 0.967 2.299 -0.221
N -0.825 1.288 1.066 0.039
C -1.214 2.329 0.389 -0.391
N -0.385 2.845 -0.600 -0.174
C 1.049 2.987 -0.334 -0.054
C -0.897 3.745 -1.635 -0.051
N -2.405 2.964 0.586 -0.152
C -2.500 4.422 0.658 -0.035
C -3.652 2.242 0.811 -0.042
N -2.211 -2.084 -1.073 -0.176
C -2.929 -0.986 -1.711 -0.054
C -2.155 -3.304 -1.880 -0.069
H -5.413 -3.680 0.551 0.099
H -4.100 -4.200 -0.472 0.084
H -5.055 -2.771 -0.916 0.090
H -5.395 -1.882 1.791 0.100
H -3.964 -0.965 2.178 0.071
H -4.176 -2.606 2.835 0.098
H -1.658 -3.334 2.680 0.143
H -2.160 -1.713 3.103 0.089
H 0.648 -2.703 2.632 0.123
H -0.065 -2.174 4.160 0.144
H 2.329 -1.348 3.121 0.128
H 1.759 -0.167 4.307 0.143
H 3.417 0.859 2.820 0.131
H 1.839 1.563 2.440 0.104
H 3.048 2.593 1.018 0.041
H 4.525 3.234 0.291 0.106
H 4.541 2.699 1.973 0.104
H 6.151 -0.021 -0.056 0.096
H 6.522 1.305 1.056 0.100
H 6.204 1.654 -0.645 0.096
H 3.989 -2.533 0.658 0.099
H 4.084 -2.812 -1.077 0.093
H 2.554 -2.400 -0.335 0.019
H 4.779 0.472 -2.033 0.080
H 3.119 -0.075 -2.359 0.075
H 4.487 -1.188 -2.542 0.099
H 0.116 1.252 3.611 0.122
H -1.029 0.050 4.174 0.140
H -1.976 1.847 2.750 0.129
H -2.307 0.237 2.126 0.068
H 1.387 2.184 0.309 0.027
H 1.267 3.955 0.131 0.107
H 1.600 2.936 -1.276 0.100
H -1.941 3.526 -1.845 0.099
H -0.321 3.587 -2.548 0.081
H -0.800 4.800 -1.367 0.092
H -1.509 4.869 0.675 0.092
H -3.003 4.697 1.587 0.101
H -3.071 4.840 -0.173 0.096
H -3.520 1.181 0.611 0.067
H -4.411 2.623 0.126 0.103
H -4.024 2.369 1.831 0.098
H -4.022 -1.091 -1.698 0.083
H -2.611 -0.934 -2.754 0.094
H -2.658 -0.044 -1.228 0.067
H -1.729 -4.125 -1.298 0.105
H -1.502 -3.118 -2.736 0.070
H -3.123 -3.615 -2.278 0.084
C 0.080 1.241 -4.508 -0.002
C 0.340 0.140 -3.532 -0.288
C 0.683 -1.179 -3.724 0.029
C 0.773 -1.756 -2.443 -0.348
N 0.507 -0.839 -1.527 -0.035
N 0.244 0.308 -2.199 0.071
C 1.083 -3.176 -2.101 -0.036
H 0.109 0.849 -5.521 0.091
H 0.836 2.027 -4.433 0.087
H -0.902 1.692 -4.346 0.084
H 0.846 -1.680 -4.669 0.131
H -0.045 1.136 -1.683 0.111
H 0.536 -3.848 -2.761 0.086
H 0.810 -3.401 -1.069 0.074
H 2.143 -3.391 -2.240 0.079
```

Computed properties:
E_tot = -49218.0586 eV
molar mass = 643.2 g mol⁻¹
gap between HOMO and LUMO (alpha / beta) = 0.275 / 0.277 hartree
charge = +2

***

[4]
Density functional theory data (wB97M-V/def2-TZVPD) for a cluster of 11 separate species, C26H57BF4N6O4 in total.

```
98
Properties=species:S:1:pos:R:3:lowdin_charge:R:1
C -0.949 2.346 7.430 -0.049
C -1.087 1.700 5.899 -0.222
C -0.541 0.318 5.784 -0.107
N -0.743 -0.240 4.277 -0.217
C 0.139 0.505 3.268 0.030
C -2.220 -0.299 3.971 -0.085
C -2.275 -1.435 2.817 -0.134
C -1.056 -2.309 3.076 -0.149
C -0.356 -1.658 4.267 -0.144
H -1.463 1.777 8.214 0.065
H -1.495 3.431 7.212 0.131
H -0.062 2.802 7.633 0.007
H -0.465 2.415 5.278 0.124
H -2.091 1.835 5.612 0.075
H -1.103 -0.380 6.550 0.170
H 0.469 0.307 6.085 0.110
H 0.309 0.222 2.323 0.031
H 1.350 0.460 3.581 0.189
H 0.008 1.527 3.052 0.045
H -2.712 0.644 3.536 0.158
H -2.684 -0.735 4.819 0.111
H -2.308 -0.842 1.839 0.129
H -3.334 -1.816 2.969 0.131
H -0.426 -2.336 2.265 0.065
H -1.279 -3.399 3.087 0.140
H 0.789 -1.708 4.341 0.168
H -0.675 -2.235 5.111 0.122
B 0.859 -0.302 -0.853 -1.428
F 0.397 0.034 -2.065 0.176
F 0.960 0.809 -0.025 0.125
F 0.050 -1.289 -0.239 0.084
F 2.110 -0.806 -1.015 0.155
C -1.650 3.294 -0.573 -0.023
C -1.678 3.337 0.956 -0.201
N -1.582 3.342 2.153 0.112
H -0.621 3.181 -0.793 0.053
H -2.376 2.502 -0.824 0.086
H -2.020 4.110 -1.108 0.059
C 4.235 1.340 -2.439 -0.062
C 5.152 2.530 -2.413 -0.212
N 5.991 3.396 -2.259 0.090
H 4.465 0.734 -3.290 0.063
H 4.488 0.638 -1.620 0.092
H 3.247 1.408 -2.194 0.027
C -2.587 -3.447 -0.087 -0.023
C -1.860 -4.738 -0.023 -0.242
N -1.349 -5.751 0.142 0.142
H -1.998 -2.743 -0.293 -0.040
H -3.046 -3.505 -1.130 0.125
H -2.898 -3.185 0.801 0.014
C 0.797 -3.693 -2.573 -0.060
C 0.831 -5.222 -2.680 -0.279
N 0.970 -6.341 -2.826 0.116
H -0.059 -3.136 -3.276 0.135
H 0.578 -3.440 -1.456 0.074
H 1.756 -3.346 -2.745 0.016
C 1.723 -0.789 -5.060 -0.037
C 2.791 -0.131 -5.999 -0.206
N 3.653 0.338 -6.679 0.093
H 2.159 -0.689 -4.024 0.087
H 0.745 -0.392 -4.997 0.029
H 1.498 -1.712 -5.451 0.035
C -2.726 -0.791 -2.565 -0.062
C -4.213 -0.918 -3.043 -0.273
O -4.869 -1.983 -2.318 -0.126
H -2.747 -0.889 -1.508 0.046
H -2.309 0.148 -2.817 0.051
H -2.299 -1.755 -2.786 0.063
H -4.311 -1.284 -4.105 0.121
H -4.763 0.077 -2.767 0.129
H -5.647 -2.403 -2.701 0.083
C 2.682 -4.840 0.835 -0.103
C 2.786 -3.394 0.445 -0.366
O 3.434 -3.214 -0.758 -0.035
H 3.600 -5.387 0.794 0.068
H 1.932 -5.440 0.341 0.056
H 2.406 -4.908 1.887 0.067
H 3.440 -2.959 1.245 0.117
H 1.627 -2.942 0.508 0.149
H 3.222 -2.330 -0.831 0.003
C 1.965 4.153 1.234 -0.088
C 1.162 5.564 1.216 -0.337
O 1.818 6.561 1.893 -0.025
H 2.368 3.631 2.174 0.074
H 2.953 4.178 0.630 0.081
H 1.323 3.448 0.594 0.046
H 0.176 5.424 1.484 0.033
H 0.964 5.742 -0.003 0.154
H 1.217 7.130 2.281 0.048
C -0.311 3.017 -6.189 -0.101
C -0.733 2.118 -5.064 -0.354
O 0.102 2.229 -3.921 -0.092
H -1.136 3.014 -6.911 0.083
H 0.563 2.804 -6.871 0.102
H -0.118 3.954 -6.071 -0.002
H -0.979 1.088 -5.526 0.122
H -1.827 2.469 -4.781 0.129
H -0.223 1.455 -3.364 0.071
```

Computed properties:
E_tot = -56557.1933 eV
energy above the lowest of the compared OMol25 structures with the same formula, charge and spin = 184.6 kJ/mol
molar mass = 604.6 g mol⁻¹
gap between HOMO and LUMO = 0.337 hartree

***

Question: What is the formula in the third record?
Answer: C26H56N12Pd